[1]
This record from the OMol25 dataset describes a 3-piece molecular cluster, C25H48N3O6P overall in a non-equilibrium geometry. The level of theory is ωB97M-V with the def2-TZVPD basis set.

XYZ file:
```
83
Properties=species:S:1:pos:R:3:lowdin_charge:R:1
O 3.776 -5.608 2.879 0.197
C 2.928 -5.959 2.147 -0.569
O 1.992 -6.901 2.430 0.058
C 1.648 -7.439 1.151 -0.142
C 1.672 -6.197 0.254 -0.495
C 1.872 -6.647 -1.207 -0.158
C 3.086 -6.182 -2.007 -0.165
C 3.148 -4.703 -2.403 -0.212
N 3.934 -3.905 -1.471 -0.058
C 3.424 -2.637 -0.999 -0.165
C 3.754 -2.316 0.450 -0.139
C 2.987 -1.331 1.089 -0.063
C 3.201 -0.956 2.412 -0.099
C 4.211 -1.578 3.148 -0.083
C 4.991 -2.553 2.534 -0.027
C 4.794 -2.901 1.195 -0.269
O 5.647 -3.812 0.624 0.036
P -0.071 -5.513 0.370 0.917
O -0.076 -4.386 -0.840 -0.280
O -0.095 -4.566 1.698 -0.259
O 2.728 -5.472 0.902 0.078
H 0.733 -8.016 1.172 0.127
H 2.492 -8.067 0.851 0.142
H 0.971 -6.402 -1.769 0.096
H 1.933 -7.735 -1.187 0.112
H 4.030 -6.477 -1.553 0.118
H 3.010 -6.744 -2.941 0.108
H 2.132 -4.331 -2.534 0.109
H 3.632 -4.657 -3.383 0.110
H 4.862 -3.789 -1.839 0.110
H 2.341 -2.613 -1.116 0.106
H 3.797 -1.794 -1.598 0.124
H 2.205 -0.838 0.523 0.103
H 2.601 -0.198 2.893 0.094
H 4.380 -1.301 4.177 0.099
H 5.775 -3.048 3.090 0.116
H 6.539 -3.640 0.939 0.108
H -0.599 -3.624 -0.561 0.043
H 0.555 -3.849 1.586 0.060
C -1.373 -1.313 1.566 -0.088
C -1.915 -0.110 0.807 -0.272
N -3.363 -0.037 0.823 -0.201
C -3.906 0.908 -0.136 -0.249
C -3.576 2.394 0.045 -0.083
C -3.974 -0.035 2.142 -0.246
C -3.551 1.059 3.130 -0.081
H -1.840 -2.236 1.216 0.072
H -0.300 -1.394 1.410 0.053
H -1.539 -1.234 2.640 0.074
H -1.603 -0.190 -0.238 0.116
H -1.438 0.802 1.202 0.104
H -4.992 0.784 -0.162 0.112
H -3.557 0.599 -1.127 0.109
H -4.114 2.836 0.882 0.057
H -3.872 2.946 -0.850 0.066
H -2.508 2.563 0.192 0.062
H -3.776 -1.005 2.606 0.102
H -5.058 -0.005 2.009 0.114
H -2.466 1.166 3.182 0.066
H -3.899 0.798 4.132 0.072
H -3.980 2.029 2.884 0.054
C -0.495 5.755 -0.414 -0.091
C -1.370 5.962 -1.643 -0.278
N -2.555 6.752 -1.370 -0.202
C -3.545 6.696 -2.429 -0.253
C -3.174 7.269 -3.802 -0.085
C -2.314 8.060 -0.786 -0.248
C -1.406 9.034 -1.549 -0.082
H -1.081 5.350 0.412 0.076
H 0.303 5.048 -0.646 0.072
H -0.023 6.681 -0.083 0.064
H -1.699 4.979 -1.991 0.113
H -0.753 6.387 -2.451 0.102
H -4.454 7.187 -2.072 0.111
H -3.817 5.644 -2.562 0.104
H -3.143 8.357 -3.798 0.055
H -3.925 6.972 -4.536 0.070
H -2.211 6.897 -4.153 0.066
H -1.887 7.911 0.209 0.101
H -3.283 8.532 -0.608 0.114
H -0.483 8.558 -1.881 0.065
H -1.128 9.861 -0.892 0.071
H -1.900 9.467 -2.418 0.054
```

## Properties
Orbital gap = 8.6979 eV
Largest force on an atom = 0.02244 hartree/bohr
SMILES string = O=C1OC[C@@](CCCNCc2ccccc2O)(P(O)O)O1.CCN(CC)CC.CCN(CC)CC
Charge = 0
Lowest unoccupied orbital energy = 0.528 eV
Multiplicity = 1



[2]
This record from the OMol25 dataset describes C25H49AlCl3N5O3Si as an isolated structure in a non-equilibrium geometry. The level of theory is ωB97M-V with the def2-TZVPD basis set.

XYZ file:
```
87
Properties=species:S:1:pos:R:3:lowdin_charge:R:1
C -0.200 5.477 -1.606 -0.048
C 0.575 4.243 -1.952 -0.284
H 0.440 6.167 -1.033 0.087
H -1.089 5.166 -1.052 0.063
H -0.517 5.974 -2.541 0.085
C 1.667 4.252 -2.727 -0.168
C 2.346 5.493 -3.193 -0.135
H 2.108 3.325 -3.123 0.078
H 2.679 6.161 -2.373 0.073
H 1.647 6.044 -3.835 0.063
H 3.181 5.208 -3.856 0.063
Al -2.862 -0.739 0.116 -0.532
Cl -4.015 -2.275 -1.145 0.300
Cl -0.015 1.082 1.221 0.459
C -1.103 -1.863 -1.535 -0.290
O -1.121 -1.087 -0.519 -0.090
N -0.146 -2.760 -1.723 -0.141
C 1.230 -2.627 -1.254 -0.003
C -0.378 -3.638 -2.850 -0.029
H -1.934 -1.911 -2.267 0.084
H 1.327 -2.117 -0.290 0.073
H 1.833 -2.086 -2.000 0.092
H 1.615 -3.653 -1.174 0.094
H -1.426 -3.949 -2.802 0.095
H 0.278 -4.492 -2.734 0.092
H -0.198 -3.107 -3.798 0.097
H 3.291 2.967 0.705 0.082
H 4.350 2.972 -1.519 0.088
C 3.566 1.925 0.923 -0.062
C 4.872 2.064 -1.178 -0.054
N 3.995 1.283 -0.305 -0.208
H 2.701 1.396 1.339 0.045
C 3.823 -0.070 -0.469 -0.328
O 3.231 -0.791 0.335 -0.024
H 5.136 1.463 -2.056 0.085
H 4.257 -0.459 -1.422 0.130
H 4.386 1.932 1.659 0.100
H 5.784 2.375 -0.644 0.092
O 0.472 3.152 -0.252 -0.354
C -0.042 2.928 -1.486 -0.423
C 1.744 1.251 -2.427 -0.060
C 0.422 1.665 -2.282 -0.124
H 2.533 1.761 -1.837 0.089
C 2.136 0.315 -3.402 -0.082
H -1.166 3.093 -1.604 0.137
C -0.572 0.964 -2.993 -0.055
H 3.190 0.025 -3.570 0.100
C 1.112 -0.329 -4.146 -0.124
C -0.220 0.018 -3.946 -0.127
H -1.609 1.269 -2.855 0.096
H 1.368 -1.130 -4.851 0.095
H -1.034 -0.451 -4.538 0.111
Si -0.077 2.918 2.213 0.229
Cl -3.738 0.945 -0.571 0.419
C 1.510 3.625 2.999 -0.186
C -1.322 2.227 3.599 -0.269
C -1.249 4.338 1.826 -0.213
H 2.235 3.865 2.203 0.006
H 1.974 2.920 3.702 0.027
H 1.334 4.578 3.527 0.037
H -0.749 5.142 1.266 0.020
H -1.776 4.723 2.726 0.037
H -1.985 3.840 1.193 0.024
H -0.933 1.315 4.096 -0.004
H -2.238 1.930 3.082 -0.004
H -1.605 2.975 4.370 0.019
C -4.711 -3.489 1.667 -0.077
N -3.322 -3.862 1.944 -0.101
C -3.174 -5.242 2.365 -0.050
C -2.328 -2.956 2.015 -0.316
N -2.609 -1.613 1.753 0.070
N -1.052 -3.357 2.255 -0.118
C -0.531 -4.576 1.641 -0.054
C -0.027 -2.496 2.854 -0.018
H -5.244 -4.390 1.330 0.099
H -4.714 -2.804 0.791 -0.047
H -5.229 -3.019 2.525 0.110
H -2.940 -5.914 1.520 0.107
H -2.441 -5.368 3.169 0.094
H -4.156 -5.564 2.727 0.094
H -3.044 -1.141 2.538 0.102
H 0.546 -4.447 1.492 0.095
H -0.647 -5.470 2.271 0.082
H -0.983 -4.767 0.656 0.102
H 0.563 -1.977 2.081 0.083
H -0.483 -1.784 3.551 0.095
H 0.664 -3.139 3.428 0.101
```

## Properties
Orbital gap = 5.1444 eV
Largest force on an atom = 0.05600 hartree/bohr
Charge = 0
Lowest unoccupied orbital energy = -0.182 eV
Multiplicity = 1



[3]
This record from the OMol25 dataset describes C25H49CrN4O3 as an isolated structure in a non-equilibrium geometry. The level of theory is ωB97M-V with the def2-TZVPD basis set.

XYZ file:
```
82
Properties=species:S:1:pos:R:3:mulliken_spin:R:1
Cr -0.748 -2.137 1.659 2.938
C 1.052 0.590 3.665 -0.008
C -0.408 0.201 3.866 -0.003
C -1.313 1.419 3.909 0.002
O -0.883 -0.797 3.007 0.062
H 1.671 -0.279 3.415 0.003
H 1.412 0.930 4.639 0.000
H 1.276 1.316 2.881 0.001
H -0.488 -0.296 4.848 0.008
H -1.068 2.050 4.763 0.000
H -2.358 1.110 4.026 -0.001
H -1.314 1.945 2.953 0.000
C -1.893 -4.786 -1.294 0.008
C -0.777 -4.716 -0.273 -0.007
C 0.578 -4.548 -0.993 0.002
O -0.961 -3.779 0.712 0.064
H -2.841 -4.916 -0.749 -0.002
H -1.870 -5.728 -1.849 0.000
H -2.042 -3.927 -1.949 -0.001
H -0.617 -5.723 0.146 0.004
H 0.604 -3.783 -1.776 -0.001
H 0.769 -5.466 -1.561 0.000
H 1.407 -4.339 -0.318 0.000
C -0.001 -0.805 -1.920 0.000
C 0.615 -0.323 -0.616 0.006
C 0.185 1.074 -0.166 0.002
O 0.469 -1.255 0.393 -0.059
H 0.332 -0.175 -2.755 0.000
H -1.090 -0.883 -1.928 -0.002
H 0.425 -1.770 -2.191 0.000
H 1.690 -0.278 -0.880 -0.014
H 0.675 1.843 -0.762 0.000
H 0.354 1.218 0.899 0.000
H -0.907 1.107 -0.274 0.002
C 1.973 1.999 -3.912 0.000
C 3.169 1.059 -4.076 0.000
C 4.148 1.311 -2.928 0.000
C 4.948 0.140 -2.547 0.000
N 5.576 -0.770 -2.238 0.000
H 1.651 1.911 -2.875 0.000
H 1.068 1.871 -4.509 0.000
H 2.286 3.014 -4.175 0.000
H 3.607 1.057 -5.074 0.000
H 2.809 0.023 -4.024 0.000
H 3.676 1.620 -1.993 0.000
H 4.837 2.114 -3.201 0.000
C -2.509 3.963 -0.188 0.000
C -3.777 3.761 0.613 0.000
C -3.552 3.573 2.121 0.000
C -2.966 4.743 2.761 0.000
N -2.480 5.677 3.211 0.000
H -1.993 4.911 -0.023 0.000
H -2.664 3.932 -1.272 0.000
H -1.755 3.185 -0.030 0.000
H -4.255 2.858 0.224 0.000
H -4.470 4.585 0.431 0.000
H -2.988 2.659 2.262 0.001
H -4.549 3.444 2.553 0.000
C 5.828 -1.475 1.364 0.000
C 4.685 -0.671 1.967 -0.001
C 4.511 0.710 1.299 0.000
C 5.466 1.695 1.791 0.000
N 6.160 2.508 2.199 0.000
H 6.742 -1.304 1.937 0.000
H 6.112 -1.161 0.357 0.000
H 5.622 -2.540 1.296 0.000
H 4.834 -0.436 3.022 0.000
H 3.761 -1.240 1.903 0.001
H 3.496 1.106 1.359 0.000
H 4.682 0.552 0.229 0.000
C -5.730 -2.110 -1.000 0.000
C -4.836 -1.269 -1.904 0.001
C -3.956 -0.242 -1.187 -0.001
C -3.133 -0.894 -0.143 0.014
N -2.453 -1.394 0.620 -0.020
H -5.245 -3.054 -0.755 0.000
H -6.739 -2.235 -1.382 0.000
H -5.872 -1.596 -0.041 0.000
H -5.491 -0.558 -2.430 0.000
H -4.384 -1.845 -2.707 0.000
H -4.567 0.461 -0.621 0.001
H -3.214 0.257 -1.811 0.001
```

## Properties
Orbital gap (spin up / spin down) = 7.7314 / 8.8591 eV
Largest force on an atom = 0.07856 hartree/bohr
<S²> = 3.7927
Charge = 0
Lowest unoccupied orbital energy (spin up / spin down) = -0.948 / 0.014 eV
Energy above the lowest of the compared OMol25 structures with the same formula, charge and spin = 0.0 kcal/mol
Multiplicity = 4